Record 1
Formula: C15H18F24NO3P2
Source: OMol25
Level of theory: ωB97M-V/def2-TZVPD

The geometry in XYZ format:
```
63
C15H18F24NO3P2 (ωB97M-V/def2-TZVPD)
N 5.54 -2.97 1.79
P 4.74 -1.74 1.36
P 2.52 -2.06 1.52
H 5.12 -3.85 2.04
H 4.86 -1.29 0.04
H 4.92 -0.58 2.12
H 2.04 -1.41 2.64
H 1.75 -1.63 0.45
H 2.33 -3.42 1.71
C 1.14 3.03 2.18
C 1.11 4.55 2.00
C 0.46 5.08 0.72
F 1.14 4.61 -0.34
F 0.52 6.42 0.74
F 2.35 5.05 2.14
F 0.34 5.01 3.03
O 2.38 2.41 1.83
C 2.65 1.92 0.62
C 3.88 2.55 -0.05
F 3.67 3.85 -0.27
F 4.07 1.92 -1.24
F 1.60 1.87 -0.20
F 3.03 0.56 0.80
H 1.06 2.87 3.25
H 0.29 2.55 1.69
H -0.59 4.76 0.66
H 4.76 2.41 0.58
C -1.86 -6.49 2.32
C -1.09 -5.23 2.72
C -0.78 -4.21 1.63
F 0.03 -4.72 0.68
F -0.08 -3.18 2.22
F 0.06 -5.54 3.35
F -1.89 -4.55 3.59
O -1.07 -7.63 2.08
C -0.59 -7.93 0.84
C 0.95 -8.01 0.83
F 1.47 -6.82 1.23
F 1.36 -8.25 -0.42
F -1.02 -7.06 -0.09
F -1.04 -9.15 0.50
H -2.46 -6.74 3.20
H -2.55 -6.28 1.50
H -1.68 -3.80 1.17
H 1.29 -8.81 1.50
C -2.04 3.63 -4.19
C -1.63 3.79 -2.72
C -2.31 2.89 -1.68
F -3.64 3.11 -1.62
F -1.79 3.20 -0.46
F -1.73 5.07 -2.33
F -0.32 3.42 -2.65
O -2.98 4.55 -4.67
C -4.32 4.31 -4.64
C -5.08 5.39 -3.85
F -4.62 5.42 -2.58
F -6.38 5.07 -3.83
F -4.61 3.09 -4.17
F -4.78 4.38 -5.91
H -1.13 3.83 -4.74
H -2.33 2.59 -4.39
H -2.12 1.84 -1.89
H -4.94 6.37 -4.32
```

Frontier orbital gap = 10.0 eV
E = -107267.8886 eV
Charge = +1


Record 2
Formula: C24H26InN4S2Si
Source: OMol25
Level of theory: ωB97M-V/def2-TZVPD

The geometry in XYZ format:
```
58
C24H26InN4S2Si (ωB97M-V/def2-TZVPD)
C 0.66 1.99 4.30
C 1.06 2.40 2.98
C -0.16 2.74 2.26
H 2.07 2.66 2.66
C -1.26 2.51 3.14
C -0.75 2.05 4.37
H -1.35 1.85 5.27
H 1.35 1.77 5.12
H -0.19 3.25 1.28
H -2.30 2.80 2.94
In 0.37 0.32 1.84
C -0.47 -0.75 -0.88
H -1.03 0.18 -0.68
H -0.97 -1.57 -0.34
H 0.59 -0.70 -0.61
Si -0.33 -1.05 -2.65
C 1.35 -0.92 -3.54
C 2.07 0.28 -3.45
H 1.61 1.16 -2.99
C 3.38 0.36 -3.97
H 3.93 1.30 -3.87
C 3.94 -0.75 -4.61
H 4.95 -0.68 -5.01
C 3.22 -1.94 -4.72
H 3.66 -2.80 -5.22
C 1.91 -2.01 -4.21
H 1.32 -2.93 -4.33
C -1.42 0.21 -3.51
C -1.09 0.79 -4.74
H -0.25 0.40 -5.33
C -1.84 1.88 -5.23
H -1.56 2.36 -6.18
C -2.93 2.37 -4.50
H -3.49 3.24 -4.85
C -3.31 1.73 -3.31
H -4.16 2.11 -2.73
C -2.60 0.62 -2.86
H -2.96 0.05 -2.00
H -0.03 -2.52 -2.43
H -1.50 -2.07 -2.41
N -3.20 0.07 1.99
C -2.57 -0.85 2.75
N -1.25 -0.94 2.86
C -0.86 -1.96 3.73
C -1.92 -2.67 4.25
S -3.43 -2.07 3.65
C 0.54 -1.98 4.02
C 1.24 -2.68 4.98
S 2.87 -2.13 5.09
C 2.55 -0.95 3.85
N 1.31 -1.01 3.37
N 3.48 -0.08 3.45
H -4.22 0.08 2.07
H -2.71 0.92 1.74
H -1.81 -3.49 4.94
H 0.81 -3.47 5.58
H 4.38 -0.12 3.90
H 3.28 0.65 2.77
```

Frontier orbital gap (spin up / spin down) = 6.2 / 6.6 eV
E = -65982.2651 eV
Charge = +1


Record 3
Formula: C11H16N2OS
Source: OMol25
Level of theory: ωB97M-V/def2-TZVPD

The geometry in XYZ format:
```
31
C11H16N2OS (ωB97M-V/def2-TZVPD)
C -1.75 1.42 2.95
C -0.99 2.35 3.64
C -1.45 1.10 1.61
C 0.23 2.66 3.01
C -0.29 1.55 0.97
C 0.52 2.35 1.78
C 1.26 2.01 -0.59
C 0.54 -2.93 -0.98
C -0.28 -1.72 -0.56
C -0.20 -0.70 -1.66
C -0.67 0.68 -1.36
N 0.04 1.39 -0.34
N 2.33 1.03 -0.94
O 1.57 4.52 0.62
S 1.87 3.13 0.87
H -2.62 0.91 3.45
H -1.27 2.82 4.55
H -1.75 0.13 1.17
H 0.87 3.40 3.54
H 1.03 2.67 -1.52
H 1.44 -2.68 -1.36
H 0.60 -3.59 -0.03
H -0.08 -3.50 -1.73
H -1.33 -2.22 -0.39
H 0.04 -1.24 0.40
H 0.94 -0.57 -1.86
H -0.73 -0.84 -2.57
H -1.78 0.74 -1.24
H -0.51 1.25 -2.33
H 3.22 1.55 -1.04
H 2.24 0.24 -0.25
```

Spin multiplicity = 3
Frontier orbital gap (spin up / spin down) = 5.1 / 6.5 eV
E = -27522.9230 eV


Number 1: maximum force 0.90 eV/A. Number 2: maximum force 2.91 eV/A. Number 3: maximum force 6.77 eV/A.